A cluster of 4 separate species, C15H46N4O13P3 in total at a distorted geometry, computed with ωB97M-V with the def2-TZVPD basis set.

Last column: Mulliken charge in e.
Element x y z (Å)
1 C 7.34 -1.10 2.89  -1.323
2 C 6.52 -0.14 2.02  -0.273
3 C 5.53 0.66 2.88  -0.791
4 C 4.12 0.70 2.31  -0.292
5 O 3.24 0.12 3.30  -0.334
6 N 1.97 -0.15 2.76  0.488
7 C 1.88 -1.34 1.89  -1.743
8 C 2.37 -2.65 2.41  0.715
9 N 1.96 -3.59 1.36  -0.729
10 N 1.70 -3.09 3.62  -0.464
11 N 3.84 -2.70 2.50  -0.492
12 H 6.81 -2.02 3.08  0.253
13 H 8.28 -1.35 2.42  0.390
14 H 7.57 -0.62 3.84  0.369
15 H 6.02 -0.73 1.26  0.264
16 H 7.24 0.54 1.58  0.410
17 H 5.45 0.16 3.84  0.356
18 H 5.88 1.67 3.03  0.356
19 H 3.81 1.72 2.07  0.498
20 H 4.11 0.14 1.38  0.174
21 H 1.62 0.66 2.21  0.481
22 H 1.33 -0.25 3.54  0.334
23 H 2.40 -1.13 0.97  0.461
24 H 0.85 -1.44 1.63  0.262
25 H 2.25 -4.51 1.67  0.331
26 H 2.56 -3.40 0.56  0.305
27 H 2.20 -3.90 3.96  0.267
28 H 1.67 -2.39 4.33  0.259
29 H 4.12 -2.39 3.43  0.212
30 H 4.14 -3.66 2.46  0.279
31 C -1.96 2.23 0.99  -0.668
32 O -2.05 1.00 0.26  -0.282
33 P -0.70 0.37 -0.34  0.883
34 O 0.30 0.91 0.65  -0.754
35 O -0.73 1.12 -1.74  -0.295
36 C -1.94 1.58 -2.40  -0.700
37 O 0.24 -0.87 -0.88  -0.158
38 C -0.36 -2.03 -1.50  -0.744
39 H -2.98 2.56 1.13  0.148
40 H -1.50 2.08 1.96  0.257
41 H -1.40 2.97 0.42  0.412
42 H -2.11 2.62 -2.15  0.257
43 H -2.80 0.98 -2.13  0.318
44 H -1.78 1.51 -3.48  0.342
45 H -0.93 -1.74 -2.39  0.319
46 H -1.02 -2.56 -0.81  0.327
47 H 0.44 -2.70 -1.80  0.238
48 C -4.10 2.10 4.03  -0.514
49 O -3.10 1.23 4.56  -0.398
50 P -3.21 -0.34 4.14  1.276
51 O -3.98 -0.27 2.88  -0.708
52 O -4.02 -0.79 5.47  -0.318
53 C -3.97 -0.10 6.73  -0.665
54 O -2.58 -1.87 3.93  -0.368
55 C -1.28 -2.10 4.52  -0.458
56 H -3.97 3.05 4.56  0.286
57 H -3.96 2.26 2.97  0.069
58 H -5.09 1.70 4.22  0.364
59 H -4.80 0.60 6.79  0.271
60 H -3.04 0.43 6.87  0.305
61 H -4.08 -0.85 7.51  0.278
62 H -1.27 -1.89 5.59  0.363
63 H -0.55 -1.45 4.01  0.024
64 H -0.99 -3.13 4.35  0.269
65 C -2.61 4.15 -8.35  -0.623
66 O -3.16 2.85 -8.62  -0.392
67 P -2.72 1.65 -7.61  1.034
68 O -2.25 2.35 -6.39  -0.628
69 O -1.50 1.23 -8.63  -0.317
70 C -1.48 1.48 -10.04  -0.671
71 O -2.77 0.10 -7.07  -0.249
72 C -3.64 -0.87 -7.71  -0.671
73 H -2.87 4.75 -9.22  0.246
74 H -3.05 4.59 -7.46  0.268
75 H -1.53 4.08 -8.24  0.321
76 H -0.95 2.41 -10.24  0.248
77 H -2.48 1.53 -10.47  0.319
78 H -0.94 0.65 -10.50  0.278
79 H -3.39 -0.98 -8.77  0.299
80 H -4.69 -0.58 -7.61  0.324
81 H -3.49 -1.82 -7.21  0.217

Results
gap between HOMO and LUMO = 8.55 eV
maximum force = 0.13099 Eh/bohr
total charge = +1
HOMO energy = -11.567 eV

A cluster of 15 separate species, C15H60N30O15 in total at a distorted geometry, computed with ωB97M-V with the def2-TZVPD basis set.

Last column: Löwdin spin population.
Element x y z (Å)
1 C -22.20 -2.81 9.22  0.000
2 O -21.83 -3.95 8.88  0.000
3 N -21.39 -1.87 9.67  0.003
4 N -23.43 -2.46 9.45  0.006
5 H -21.67 -0.92 9.86  0.000
6 H -20.42 -2.12 9.80  0.000
7 H -24.12 -3.19 9.31  0.000
8 H -23.60 -1.48 9.28  0.000
9 C -20.48 -5.89 14.76  0.000
10 O -20.49 -4.75 14.46  -0.003
11 N -21.46 -6.74 14.56  0.000
12 N -19.52 -6.42 15.44  0.000
13 H -21.40 -7.68 14.91  0.000
14 H -22.18 -6.49 13.91  0.000
15 H -18.73 -5.85 15.71  0.000
16 H -19.60 -7.25 16.01  0.000
17 C -30.14 -2.08 10.64  0.000
18 O -30.84 -3.01 10.25  0.000
19 N -30.58 -0.90 10.93  0.000
20 N -28.86 -2.14 10.97  0.000
21 H -29.95 -0.17 11.23  0.000
22 H -31.56 -0.65 10.91  0.000
23 H -28.32 -1.33 10.73  0.000
24 H -28.46 -3.06 11.14  0.000
25 C -26.79 -1.40 7.07  0.000
26 O -27.06 -2.01 6.06  0.000
27 N -26.86 -0.03 7.14  0.000
28 N -26.64 -1.88 8.28  0.000
29 H -26.96 0.50 6.28  0.000
30 H -27.07 0.44 8.01  0.000
31 H -26.81 -2.87 8.33  0.000
32 H -26.26 -1.43 9.10  0.000
33 C -25.62 -1.10 16.58  0.001
34 O -26.68 -0.57 16.61  0.005
35 N -25.16 -1.89 15.73  0.006
36 N -24.84 -0.91 17.61  0.000
37 H -25.57 -1.83 14.81  0.000
38 H -24.20 -2.20 15.79  0.001
39 H -25.23 -0.18 18.18  0.000
40 H -23.92 -1.26 17.82  0.000
41 C -26.14 0.33 11.00  0.000
42 O -27.38 0.35 10.84  0.000
43 N -25.37 -0.48 11.64  0.000
44 N -25.44 1.00 10.18  0.000
45 H -24.48 -0.56 11.17  0.000
46 H -25.81 -1.27 12.10  0.000
47 H -24.46 0.77 10.13  0.000
48 H -25.91 1.56 9.48  0.000
49 C -28.92 -5.33 12.95  0.000
50 O -28.21 -5.81 12.13  0.000
51 N -29.92 -5.95 13.43  0.000
52 N -28.86 -4.09 13.41  0.000
53 H -30.40 -5.44 14.16  0.000
54 H -30.17 -6.85 13.05  0.000
55 H -28.00 -3.58 13.26  0.000
56 H -29.50 -3.69 14.08  0.000
57 C -26.53 -4.11 18.51  0.000
58 O -27.26 -3.83 19.45  0.000
59 N -26.88 -4.55 17.31  0.000
60 N -25.35 -3.72 18.52  0.000
61 H -27.82 -4.87 17.16  0.000
62 H -26.28 -4.36 16.52  0.000
63 H -25.12 -3.27 19.39  0.000
64 H -24.68 -3.71 17.77  0.000
65 C -25.38 -7.01 15.41  0.000
66 O -24.52 -7.54 14.70  0.000
67 N -26.42 -6.37 14.90  0.004
68 N -25.20 -6.96 16.68  0.001
69 H -27.09 -6.17 15.63  0.000
70 H -26.46 -6.26 13.90  0.000
71 H -25.81 -6.47 17.32  0.000
72 H -24.33 -7.27 17.09  0.000
73 C -22.15 -1.76 13.81  0.049
74 O -22.50 -0.63 13.58  -0.003
75 N -21.68 -2.13 14.99  0.192
76 N -21.80 -2.70 12.89  0.606
77 H -21.25 -3.02 15.19  0.002
78 H -21.74 -1.41 15.70  0.004
79 H -21.96 -2.52 11.91  0.013
80 H -21.51 -3.59 13.28  0.009
81 C -25.44 -3.77 12.87  0.005
82 O -26.32 -2.99 13.16  0.007
83 N -25.29 -4.14 11.66  0.003
84 N -24.56 -4.29 13.75  0.082
85 H -24.71 -4.93 11.46  0.000
86 H -25.91 -3.66 11.02  0.000
87 H -23.81 -4.87 13.42  -0.001
88 H -24.66 -4.28 14.76  0.001
89 C -22.89 -7.25 11.69  0.000
90 O -23.02 -6.09 12.12  0.000
91 N -22.36 -7.37 10.56  0.000
92 N -23.29 -8.38 12.24  0.000
93 H -21.95 -6.50 10.25  0.000
94 H -22.07 -8.28 10.22  0.000
95 H -23.78 -8.29 13.12  0.000
96 H -23.42 -9.15 11.61  0.000
97 C -27.56 -5.34 8.72  0.000
98 O -26.67 -4.49 8.89  0.000
99 N -27.50 -6.63 8.46  0.000
100 N -28.83 -4.91 8.81  0.000
101 H -28.27 -7.26 8.29  0.000
102 H -26.58 -6.98 8.24  0.000
103 H -29.56 -5.59 8.64  0.000
104 H -29.03 -3.94 8.99  0.000
105 C -22.31 -4.83 17.83  0.000
106 O -23.09 -4.16 17.04  0.006
107 N -21.00 -4.83 17.91  0.000
108 N -22.75 -5.75 18.59  0.000
109 H -20.56 -4.35 17.13  0.000
110 H -20.52 -5.15 18.74  0.000
111 H -23.68 -6.14 18.56  0.000
112 H -22.08 -6.32 19.08  0.000
113 C -26.85 -8.79 11.55  0.000
114 O -26.33 -9.75 12.01  0.000
115 N -26.14 -7.84 10.96  0.000
116 N -28.08 -8.34 11.77  0.000
117 H -25.13 -7.83 10.93  0.000
118 H -26.62 -6.96 10.98  0.000
119 H -28.81 -8.96 12.08  0.000
120 H -28.24 -7.34 11.79  0.000

Results
gap between HOMO and LUMO (alpha / beta) = 8.14 / 2.48 eV
⟨S²⟩ = 0.762
spin multiplicity = 2
maximum force = 0.17230 Eh/bohr
total charge = +1
HOMO energy (alpha / beta) = -10.798 / -10.798 eV
relative energy (zero: lowest compared OMol25 entry of this formula, charge and spin) = 165.25 kJ/mol

A structure of composition C33H44ClNO2P2Ti at a distorted geometry, computed with ωB97M-V with the def2-TZVPD basis set.

Last column: Löwdin spin population.
Element x y z (Å)
1 Ti -0.15 -0.13 0.68  0.854
2 C -3.78 -1.30 -0.13  0.001
3 C -3.37 -0.29 -1.21  -0.001
4 C -4.57 0.44 -1.81  -0.001
5 P -2.01 0.81 -0.60  0.026
6 C -1.93 2.19 -1.82  0.010
7 C -1.04 3.33 -1.31  0.001
8 C -1.44 1.62 -3.16  0.002
9 C -2.48 1.59 0.99  0.002
10 C -3.78 1.73 1.47  0.002
11 C -4.03 2.22 2.75  -0.002
12 C -5.44 2.35 3.27  0.000
13 C -2.94 2.55 3.54  0.002
14 C -1.64 2.40 3.09  -0.002
15 C -1.38 1.94 1.80  0.002
16 N -0.10 1.66 1.28  -0.007
17 C 1.08 2.38 1.53  0.006
18 C 1.15 3.58 2.23  -0.002
19 C 2.37 4.18 2.49  0.003
20 C 3.57 3.61 2.07  -0.002
21 C 4.90 4.24 2.40  0.000
22 C 3.49 2.47 1.29  0.001
23 C 2.27 1.87 0.97  0.001
24 P 2.14 0.51 -0.25  0.037
25 C 2.97 1.09 -1.81  0.013
26 C 2.33 2.38 -2.31  0.001
27 C 4.49 1.25 -1.74  0.002
28 C 3.30 -0.78 0.41  -0.002
29 C 2.83 -1.30 1.77  0.004
30 C 3.45 -1.92 -0.60  0.001
31 H -4.46 -2.04 -0.57  0.000
32 H -4.30 -0.82 0.70  0.000
33 H -2.92 -1.84 0.26  0.001
34 H -2.88 -0.85 -2.01  0.000
35 H -5.01 1.16 -1.12  0.000
36 H -5.34 -0.28 -2.07  0.000
37 H -4.30 0.98 -2.72  0.000
38 H -2.95 2.56 -1.93  0.000
39 H -0.04 2.98 -1.08  0.001
40 H -1.46 3.78 -0.41  0.000
41 H -0.97 4.10 -2.08  0.000
42 H -0.45 1.16 -3.05  0.002
43 H -1.35 2.42 -3.90  0.000
44 H -2.11 0.87 -3.56  0.000
45 H -4.62 1.47 0.85  0.000
46 H -6.15 2.50 2.45  0.000
47 H -5.53 3.18 3.97  0.000
48 H -5.73 1.44 3.79  0.000
49 H -3.10 2.92 4.55  0.000
50 H -0.81 2.62 3.76  0.000
51 H 0.24 4.05 2.58  0.000
52 H 2.39 5.11 3.05  0.000
53 H 4.87 4.73 3.38  0.000
54 H 5.17 5.00 1.66  0.000
55 H 5.70 3.50 2.42  0.000
56 H 4.41 2.03 0.92  0.000
57 H 2.74 0.30 -2.52  0.000
58 H 2.40 3.18 -1.56  0.000
59 H 1.28 2.25 -2.57  0.001
60 H 2.85 2.73 -3.21  0.000
61 H 4.76 2.15 -1.18  0.000
62 H 4.86 1.37 -2.75  0.001
63 H 5.00 0.39 -1.30  0.000
64 H 4.27 -0.29 0.56  0.000
65 H 2.02 -2.03 1.63  0.001
66 H 2.50 -0.50 2.43  0.001
67 H 3.63 -1.84 2.27  0.000
68 H 2.47 -2.34 -0.84  0.000
69 H 4.06 -2.72 -0.18  0.000
70 H 3.91 -1.59 -1.53  0.000
71 Cl -0.56 -6.63 5.57  0.002
72 C -0.62 -5.29 4.50  0.004
73 C -0.61 -5.51 3.13  -0.001
74 C -0.64 -4.43 2.27  0.004
75 C -0.68 -3.14 2.78  0.000
76 C -0.71 -2.92 4.16  0.004
77 C -0.67 -4.00 5.02  -0.001
78 C -0.68 -1.99 1.88  0.020
79 O -0.86 -0.80 2.32  0.003
80 O -0.43 -2.07 0.62  0.004
81 H -0.58 -6.53 2.75  0.000
82 H -0.62 -4.58 1.20  0.000
83 H -0.76 -1.91 4.54  0.000
84 H -0.69 -3.86 6.09  0.000

Results
gap between HOMO and LUMO (alpha / beta) = 7.32 / 7.24 eV
⟨S²⟩ = 0.755
spin multiplicity = 2
maximum force = 0.04637 Eh/bohr
total charge = +1
HOMO energy (alpha / beta) = -10.152 / -10.144 eV

A cluster of 2 separate species, C6H10Br in total at a distorted geometry, computed with ωB97M-V with the def2-TZVPD basis set.

Last column: Löwdin spin population.
Element x y z (Å)
1 Br -0.56 -0.65 3.67  0.001
2 H -0.65 0.21 2.53  0.000
3 C -1.54 0.24 -0.36  0.409
4 C -0.80 -1.05 -0.49  0.055
5 C 0.76 -1.05 -0.19  0.012
6 C 1.41 0.26 -0.71  0.058
7 C 0.56 1.48 -0.60  0.361
8 C -0.80 1.43 -0.29  0.020
9 H -2.42 0.16 0.34  0.023
10 H -1.23 -1.90 0.12  0.003
11 H -0.89 -1.35 -1.56  0.019
12 H 1.03 -1.15 0.88  0.000
13 H 1.22 -1.92 -0.70  0.000
14 H 2.34 0.38 -0.11  0.011
15 H 1.73 0.11 -1.76  0.018
16 H 1.07 2.43 -0.85  0.016
17 H -1.24 2.39 0.08  -0.005

Results
gap between HOMO and LUMO (alpha / beta) = 8.44 / 9.54 eV
⟨S²⟩ = 0.789
spin multiplicity = 2
maximum force = 0.06783 Eh/bohr
HOMO energy (alpha / beta) = -7.601 / -9.790 eV
relative energy (zero: lowest compared OMol25 entry of this formula, charge and spin) = 62.63 kJ/mol

Which of these has the highest maximum force?
C15H60N30O15